(1)
Molecular formula: C20H44B4FNO17
Method: DFT, wB97M-V/def2-TZVPD

Each line ends with the Mulliken charge.
Geometry (Å):
1 F 2.37 -3.76 -1.93  -0.167
2 O 3.00 10.12 0.38  -0.568
3 O 2.91 8.13 -0.69  -0.293
4 O -3.42 -8.01 1.72  -0.568
5 O 2.67 -5.14 3.64  -0.556
6 O 2.21 -7.32 4.05  -0.325
7 O -3.27 -6.91 3.68  -0.366
8 O 0.92 -6.24 2.70  -0.316
9 O -3.75 6.68 -1.19  -0.566
10 O 3.56 -1.82 -1.43  -0.311
11 O 2.74 -0.14 -2.91  -0.141
12 O -5.22 -7.24 2.84  -0.373
13 O 1.30 -0.62 -6.26  -0.602
14 O 3.03 -2.36 -3.68  -0.205
15 O -4.32 5.53 0.66  -0.353
16 O 1.41 8.58 0.79  -0.274
17 O -2.78 4.72 -0.61  -0.361
18 O -0.15 -1.31 -4.49  -0.415
19 N -0.25 1.91 -2.25  -0.438
20 C -1.84 -7.09 3.64  -0.361
21 C 1.16 0.75 -0.50  -0.563
22 C -0.74 5.70 -1.52  -1.188
23 C -6.08 -7.79 1.83  -0.187
24 C 5.35 8.24 -0.61  -1.081
25 C 0.92 2.00 -1.37  -0.364
26 C -1.92 4.79 -1.77  0.058
27 C 3.37 -7.37 4.89  -0.663
28 C -3.92 -7.44 2.65  0.752
29 C 0.58 -5.04 1.97  -0.312
30 C 2.00 -6.13 3.48  0.719
31 C -5.25 6.57 0.98  -0.638
32 C -3.62 5.73 -0.46  0.803
33 C 2.49 9.05 0.18  0.733
34 C 1.43 -4.89 0.73  -0.998
35 C 2.65 0.37 -0.40  -0.806
36 C 4.10 8.48 -1.42  -0.222
37 C -0.61 -2.63 -4.82  -0.741
38 C 0.87 9.44 1.80  -0.668
39 C -6.31 -9.27 2.02  -1.086
40 B 1.12 -0.99 -4.96  0.750
41 B 3.02 -0.54 -1.61  0.055
42 B 3.01 -2.69 -2.34  0.559
43 B 2.39 -1.12 -3.83  0.054
44 H 2.83 -0.19 0.53  0.248
45 H -1.60 -2.56 -5.26  0.285
46 H 4.03 9.51 -1.76  0.319
47 H 1.09 -4.03 0.15  0.286
48 H -0.47 -5.15 1.71  0.388
49 H 0.05 -3.13 -5.53  0.341
50 H 1.55 9.49 2.65  0.296
51 H 0.80 2.84 -0.69  0.154
52 H 1.81 2.15 -1.98  0.284
53 H 1.36 -5.78 0.11  0.292
54 H 0.67 -4.18 2.63  0.322
55 H -0.78 1.06 -2.09  0.207
56 H 3.33 -8.33 5.39  0.222
57 H 2.48 -4.73 0.99  0.328
58 H -1.06 6.74 -1.38  0.444
59 H -0.20 5.40 -0.62  0.253
60 H -1.59 -8.13 3.81  0.315
61 H 0.02 1.94 -3.22  0.175
62 H -4.72 7.47 1.27  0.282
63 H -0.05 5.67 -2.36  0.369
64 H 0.78 0.93 0.51  0.442
65 H -1.43 -6.48 4.44  0.235
66 H 5.38 8.91 0.25  0.308
67 H 0.60 -0.10 -0.91  0.253
68 H -5.67 -7.57 0.84  0.316
69 H -6.68 -9.47 3.03  0.291
70 H 4.08 7.83 -2.30  0.287
71 H -7.02 -7.23 1.93  0.287
72 H 3.28 1.26 -0.35  0.339
73 H 0.70 10.44 1.41  0.311
74 H -5.90 6.78 0.13  0.301
75 H -0.07 8.99 2.10  0.207
76 H -2.49 5.12 -2.63  0.327
77 H 4.27 -7.30 4.29  0.298
78 H -5.83 6.20 1.82  0.219
79 H 5.37 7.21 -0.24  0.287
80 H -7.04 -9.63 1.30  0.351
81 H 0.47 -0.69 -6.75  0.307
82 H 3.35 -6.57 5.63  0.306
83 H -0.65 -3.23 -3.91  0.215
84 H -5.38 -9.82 1.89  0.310
85 H -1.44 -6.77 2.69  0.084
86 H -1.58 3.77 -1.94  0.142
87 H 6.23 8.41 -1.22  0.357

Results
**Spin multiplicity**: 1
**Net charge**: 0
**E_tot**: -63185.534 eV
**Molar mass**: 632.808 g mol⁻¹
**HOMO level**: -9.1883 eV
**Lowest unoccupied orbital energy**: 0.32 eV
**Kohn-Sham gap**: 9.51 eV

***

(2)
Molecular formula: C20H44Cl6N5O6Pd
Method: DFT, wB97M-V/def2-TZVPD

Each line ends with the Mulliken charge.
Geometry (Å):
1 Pd -1.44 -26.31 14.83  0.772
2 Cl -5.71 -20.74 10.95  -0.083
3 Cl -3.95 -21.94 8.99  -0.080
4 Cl -6.26 -27.02 18.91  -0.182
5 Cl -3.54 -19.23 9.83  -0.085
6 Cl -7.40 -26.58 15.90  -0.172
7 Cl -3.01 -21.41 11.66  -0.022
8 O -1.08 -25.43 16.81  -0.541
9 O -1.65 -27.11 12.73  -0.444
10 O -8.61 -26.58 10.59  -0.539
11 O -3.04 -24.97 14.47  0.204
12 O -2.16 -20.95 16.77  -0.639
13 O 0.28 -25.14 14.06  -0.507
14 N -4.24 -20.46 15.98  0.209
15 N -1.83 -26.08 10.73  0.436
16 N -1.47 -24.08 18.57  0.317
17 N -6.46 -27.23 10.35  0.133
18 N 1.48 -23.44 13.20  0.223
19 C 1.18 -24.73 13.34  -0.112
20 C -2.14 -24.76 11.26  -0.274
21 C -4.05 -20.83 10.32  0.250
22 C -5.69 -26.29 16.29  0.247
23 C -1.50 -27.11 11.51  -0.188
24 C -6.01 -26.59 11.58  -0.461
25 C -4.85 -23.82 13.58  -0.239
26 C -5.20 -27.09 17.50  -0.131
27 C -1.64 -26.15 9.29  -0.959
28 C -4.79 -19.87 17.16  -1.059
29 C -2.98 -20.89 15.89  -0.033
30 C -5.54 -28.11 9.59  -0.817
31 C -5.12 -20.55 14.82  -0.559
32 C 0.65 -22.42 13.78  -0.687
33 C -3.56 -23.69 14.36  0.942
34 C -0.68 -24.80 17.78  -0.103
35 C -1.00 -23.57 19.84  -0.990
36 C 2.79 -22.99 12.77  -0.898
37 C -7.76 -27.18 9.99  -0.046
38 C -2.88 -24.03 18.34  -0.359
39 H -5.10 -26.64 15.45  -0.117
40 H -3.27 -23.02 18.43  0.292
41 H 3.31 -23.76 12.19  0.315
42 H 2.69 -22.12 12.12  0.296
43 H -5.63 -27.85 8.53  0.370
44 H -1.20 -27.10 8.99  0.349
45 H -4.09 -19.97 17.98  0.315
46 H 0.41 -21.67 13.02  0.368
47 H -6.57 -25.66 11.61  0.347
48 H -1.14 -27.98 10.95  0.360
49 H 0.02 -23.20 19.77  0.350
50 H -5.85 -29.15 9.66  0.335
51 H -3.13 -24.48 10.89  0.352
52 H -5.72 -20.36 17.46  0.360
53 H -2.24 -24.77 12.35  -0.474
54 H -4.27 -26.64 17.83  -0.088
55 H -5.33 -22.85 13.40  0.087
56 H -4.97 -28.10 17.18  0.407
57 H -4.94 -26.38 11.59  -0.150
58 H -6.23 -27.24 12.43  0.314
59 H -2.71 -21.19 14.86  0.451
60 H 3.43 -22.77 13.63  0.352
61 H -3.74 -23.31 15.38  0.178
62 H -5.51 -25.22 16.43  0.024
63 H -5.01 -18.81 17.02  0.332
64 H -1.04 -25.30 8.95  0.286
65 H -5.45 -19.53 14.57  0.413
66 H 1.80 -25.40 12.73  0.427
67 H -5.56 -24.54 13.98  0.102
68 H -3.13 -24.35 17.33  -0.480
69 H -3.42 -24.62 19.09  0.460
70 H -2.87 -23.02 13.85  -0.772
71 H -7.99 -27.80 9.11  0.369
72 H -1.09 -24.29 20.65  0.355
73 H -4.52 -27.93 9.91  0.140
74 H -1.61 -22.71 20.11  0.318
75 H 1.11 -21.92 14.63  0.365
76 H -6.05 -21.06 15.08  0.348
77 H -0.30 -22.85 14.08  -0.150
78 H -2.60 -26.03 8.78  0.308
79 H -4.62 -20.92 13.93  -0.148
80 H -1.36 -24.06 10.96  0.369
81 H -4.57 -24.18 12.59  -0.354
82 H 0.38 -24.68 18.03  0.395

Results
**Spin multiplicity**: 3
**Net charge**: +1
**E_tot**: -119795.383 eV
**⟨S²⟩**: 2.0088
**Molar mass**: 769.739 g mol⁻¹
**HOMO level (alpha / beta)**: -11.0214 / -11.0213 eV
**Lowest unoccupied orbital energy (alpha / beta)**: -2.19 / -4.43 eV
**Kohn-Sham gap (alpha / beta)**: 8.83 / 6.59 eV

***

(3)
Molecular formula: C20H44ClF5N12O28S2
Method: DFT, wB97M-V/def2-TZVPD

Each line ends with the Mulliken charge.
Geometry (Å):
1 Cl 2.68 -1.28 2.71  -0.037
2 S -0.74 -0.34 -0.07  0.965
3 S 3.77 -0.67 -0.12  1.244
4 F 7.41 -2.45 0.40  -0.237
5 F 6.90 -0.51 -0.59  -0.190
6 F 6.56 -0.74 1.71  -0.189
7 F 5.24 -2.60 -1.14  -0.248
8 F 4.70 -3.02 0.99  -0.197
9 O -7.75 5.68 1.82  -0.491
10 O -5.58 2.90 -0.78  -0.509
11 O 9.38 0.29 -3.22  -0.491
12 O 1.18 -3.81 -2.87  -0.584
13 O -16.39 4.36 3.33  -0.516
14 O -14.33 4.83 2.85  -0.535
15 O -4.73 0.87 3.67  -0.584
16 O 0.38 -1.37 -0.73  -0.279
17 O -11.74 3.52 0.94  -0.529
18 O -4.43 2.97 4.09  -0.525
19 O -5.81 2.02 -2.75  -0.553
20 O 16.27 -2.80 0.33  -0.531
21 O 1.88 -0.21 -6.04  -0.559
22 O 2.10 -2.87 -0.42  -0.399
23 O -3.63 -3.08 1.39  -0.482
24 O 3.38 -0.46 -1.56  -0.546
25 O -9.98 2.97 2.08  -0.513
26 O 16.60 -0.70 0.77  -0.523
27 O 12.20 -0.09 -0.32  -0.617
28 O 2.75 1.78 -6.08  -0.562
29 O -2.06 -0.95 0.26  -0.574
30 O -8.37 7.28 0.49  -0.563
31 O 2.74 -4.58 -4.16  -0.504
32 O 9.05 -1.81 -3.65  -0.521
33 O -2.11 -3.69 2.82  -0.518
34 O -1.02 0.72 -1.14  -0.636
35 O 11.20 -0.58 1.54  -0.550
36 O 4.38 0.65 0.33  -0.706
37 N -4.97 2.05 3.51  0.916
38 N 8.81 -0.62 -3.80  0.897
39 N 1.60 -4.24 -3.93  0.812
40 N -10.98 3.64 1.88  0.914
41 N 16.04 -1.61 0.19  0.870
42 N -7.92 6.17 0.71  0.902
43 N -5.26 2.13 -1.67  0.858
44 N -3.17 -3.15 2.52  0.935
45 N 1.20 -5.14 1.36  -0.790
46 N 11.29 -0.58 0.32  0.968
47 N -15.33 4.13 2.78  0.857
48 N 2.26 0.82 -5.51  0.962
49 C -15.23 2.90 1.95  -0.673
50 C 10.20 -1.25 -0.43  -0.541
51 C 1.10 -4.10 3.60  -1.102
52 C 2.25 -0.88 0.96  0.198
53 C 0.89 -4.04 2.00  0.533
54 C -4.08 1.26 -1.42  -0.704
55 C -3.96 -2.52 3.60  -0.752
56 C 2.10 0.92 -4.04  -0.584
57 C -11.31 4.69 2.88  -0.726
58 C 0.04 0.60 1.33  -0.553
59 C 6.52 -1.36 0.47  0.613
60 C 7.75 -0.25 -4.77  -0.770
61 C 1.61 0.61 1.03  -1.068
62 C 0.61 -4.35 -5.04  -0.802
63 C -7.54 5.35 -0.47  -0.594
64 C -6.03 2.42 2.53  -0.633
65 C 0.30 -2.72 1.36  -0.774
66 C 14.98 -1.23 -0.78  -0.593
67 C 1.24 -1.97 0.31  0.829
68 C 5.06 -1.99 0.13  0.532
69 H -3.43 -2.65 4.54  0.306
70 H -4.93 -3.01 3.63  0.308
71 H -0.23 0.15 2.35  0.355
72 H -0.03 -2.01 2.19  0.125
73 H 2.11 1.13 1.93  0.410
74 H 1.12 -4.74 -5.92  0.303
75 H 1.75 -2.95 -1.35  0.392
76 H -4.06 -1.46 3.36  0.258
77 H 0.21 -4.72 3.97  0.304
78 H -0.66 -3.03 0.80  0.487
79 H 0.99 -4.98 0.36  0.243
80 H -16.19 2.38 1.99  0.323
81 H 6.98 0.29 -4.22  0.271
82 H -5.56 3.04 1.76  0.220
83 H -6.78 5.89 -1.02  0.286
84 H -14.99 3.20 0.94  0.262
85 H -11.31 5.65 2.37  0.288
86 H -8.44 5.21 -1.07  0.306
87 H -3.69 1.47 -0.43  0.229
88 H -7.16 4.39 -0.12  0.203
89 H 0.96 -3.07 4.05  0.248
90 H -10.55 4.67 3.66  0.316
91 H 15.44 -0.60 -1.54  0.275
92 H 2.05 -4.63 3.90  0.311
93 H 14.21 -0.69 -0.24  0.240
94 H 7.34 -1.16 -5.20  0.318
95 H -0.17 -5.03 -4.71  0.309
96 H 1.88 1.25 0.13  0.356
97 H -6.80 2.96 3.06  0.314
98 H 14.57 -2.14 -1.22  0.285
99 H -0.35 1.68 1.23  0.515
100 H -3.34 1.48 -2.19  0.302
101 H 0.22 -3.35 -5.23  0.299
102 H 2.48 1.88 -3.70  0.285
103 H 2.68 0.11 -3.59  0.212
104 H 10.17 -2.29 -0.12  0.333
105 H 10.41 -1.18 -1.50  0.260
106 H -14.44 2.28 2.38  0.260
107 H -4.43 0.23 -1.49  0.321
108 H 1.04 0.82 -3.81  0.303
109 H 8.21 0.37 -5.53  0.297
110 H -6.43 1.50 2.09  0.252
111 H 9.27 -0.73 -0.19  0.088
112 H -12.29 4.46 3.29  0.274

Results
**SMILES**: [H]/N=C(/C)C[C@@]1(O)OS(=O)(=O)CC[C@]1(Cl)S(=O)(=O)C(F)(F)C(F)(F)F.C[N+](=O)[O-].C[N+](=O)[O-].C[N+](=O)[O-].C[N+](=O)[O-].C[N+](=O)[O-].C[N+](=O)[O-].C[N+](=O)[O-].C[N+](=O)[O-].C[N+](=O)[O-].C[N+](=O)[O-].C[N+](=O)[O-]
**Spin multiplicity**: 1
**Net charge**: 0
**E_tot**: -144409.314 eV
**Molar mass**: 1095.205 g mol⁻¹
**HOMO level**: -10.4219 eV
**Lowest unoccupied orbital energy**: -0.62 eV
**Kohn-Sham gap**: 9.80 eV

***

(4)
Molecular formula: C20H44FN2O8S
Method: DFT, wB97M-V/def2-TZVPD

Each line ends with the Mulliken charge.
Geometry (Å):
1 S 1.98 2.77 0.76  1.280
2 F 2.68 1.16 0.81  -0.291
3 O -2.61 -6.58 3.79  -0.285
4 O -4.10 0.84 -2.61  -0.231
5 O -4.13 -1.74 -0.95  -0.452
6 O 0.53 2.55 0.20  -0.515
7 O -1.55 -0.51 -2.02  -0.334
8 O -3.42 -3.95 2.73  -0.320
9 O 2.00 3.43 2.17  -0.532
10 O -1.25 -5.51 1.25  -0.482
11 N 2.32 4.85 -2.71  -0.097
12 N 4.50 5.25 0.50  -0.148
13 C -4.80 0.66 -1.39  -0.660
14 C 6.85 5.71 -0.34  -0.467
15 C -3.46 -4.28 1.34  0.150
16 C -4.92 0.80 -3.77  -0.850
17 C 2.91 3.71 -0.56  -0.084
18 C -1.96 -1.86 -2.25  -0.550
19 C -3.49 -2.03 -2.20  -0.462
20 C 3.27 5.74 -1.90  -0.656
21 C -0.61 -0.37 -0.97  -0.455
22 C -0.82 -5.40 2.61  -0.252
23 C -1.21 -6.55 3.55  -0.491
24 C 6.58 4.24 -1.07  -0.242
25 C -2.66 -5.55 1.01  -0.423
26 C -2.97 -2.63 2.99  -0.688
27 C -4.11 -0.38 -0.49  -0.078
28 C 5.47 6.38 0.24  -0.597
29 C 2.10 3.68 -2.01  -0.118
30 C 3.23 5.34 -0.31  -0.270
31 C -3.21 -7.86 3.63  -0.835
32 C 6.76 2.97 -0.03  -0.969
33 H -3.27 -8.35 4.60  0.269
34 H -4.51 -4.45 1.08  0.338
35 H -5.21 1.81 -4.05  0.265
36 H 1.47 2.73 -2.26  0.439
37 H 4.25 5.29 1.52  0.340
38 H -4.64 -0.40 0.46  0.448
39 H -2.77 -5.73 -0.07  0.484
40 H 2.31 5.64 0.35  0.426
41 H -2.45 -2.64 3.95  0.275
42 H -4.22 -7.71 3.25  0.239
43 H -1.50 -2.55 -1.54  0.347
44 H 7.46 4.13 -1.88  0.347
45 H -4.33 0.37 -4.58  0.237
46 H 0.28 -5.38 2.55  0.431
47 H -3.83 -1.96 3.06  0.271
48 H 5.04 7.27 -0.39  0.186
49 H 5.74 6.83 1.30  0.358
50 H -2.67 -8.49 2.92  0.402
51 H 1.90 5.06 -3.67  0.331
52 H -5.84 0.36 -1.55  0.352
53 H -3.10 -3.46 0.71  -0.195
54 H 3.96 3.18 -0.62  0.084
55 H 6.67 1.98 -0.69  0.281
56 H 7.86 2.95 0.43  0.374
57 H 7.45 6.39 -1.09  0.315
58 H -5.81 0.18 -3.63  0.404
59 H -0.84 -7.50 3.14  0.339
60 H 5.58 4.20 -1.68  0.034
61 H -0.72 -6.39 4.52  0.390
62 H 4.31 5.80 -2.44  0.301
63 H -0.77 0.61 -0.50  0.102
64 H 7.53 5.46 0.61  0.293
65 H 5.96 2.92 0.82  0.177
66 H -1.62 -2.13 -3.25  0.410
67 H 0.40 -0.40 -1.38  0.233
68 H -3.10 -6.43 1.48  0.098
69 H -0.73 -1.13 -0.19  0.250
70 H 2.78 6.82 -1.96  0.414
71 H -4.80 1.62 -0.87  0.381
72 H -3.09 -0.09 -0.25  -0.027
73 H -3.70 -3.08 -2.40  0.482
74 H -3.98 -1.48 -3.01  0.216
75 H -1.10 -4.44 3.01  0.031
76 H -2.26 -2.27 2.23  0.226

Results
**Spin multiplicity**: 1
**Net charge**: +1
**E_tot**: -54348.315 eV
**Molar mass**: 491.643 g mol⁻¹
**HOMO level**: -10.0819 eV
**Lowest unoccupied orbital energy**: -5.69 eV
**Kohn-Sham gap**: 4.39 eV

***

(5)
Molecular formula: C20H44I2NO10P2
Method: DFT, wB97M-V/def2-TZVPD

Each line ends with the Mulliken charge.
Geometry (Å):
1 I -0.70 -0.52 -2.77  0.004
2 I 3.89 3.63 -0.22  -0.053
3 P -5.50 -3.96 -5.02  1.023
4 P 5.21 1.77 5.15  1.067
5 O -6.21 -4.28 -3.53  -0.279
6 O 0.25 4.57 -2.53  -0.752
7 O 5.45 3.40 5.28  -0.364
8 O -5.16 -3.78 -6.48  -0.772
9 O 4.57 1.75 3.79  -0.688
10 O -0.37 5.69 -0.78  -0.751
11 O 3.87 1.64 6.11  -0.344
12 O -4.47 -5.21 -4.70  -0.357
13 O 6.20 1.59 6.50  -0.313
14 O -4.63 -2.74 -4.36  -0.197
15 N -1.35 3.62 0.56  -0.672
16 C -0.41 3.26 -0.53  1.457
17 C 4.07 -0.60 7.05  -0.939
18 C -3.99 -6.04 -5.76  -0.353
19 C 2.55 1.07 -1.02  -0.974
20 C -6.34 -1.18 -3.59  -0.989
21 C -7.44 -5.01 -3.55  -0.330
22 C 3.25 0.36 6.22  -0.312
23 C -1.05 2.22 -1.50  -1.362
24 C -1.05 0.74 -0.99  -0.016
25 C -0.15 4.60 -1.33  0.107
26 C 7.55 1.18 6.25  -0.318
27 C 4.17 4.83 3.80  -1.105
28 C -2.40 0.26 -0.36  -1.216
29 C 5.52 4.22 4.11  -0.276
30 C 8.33 2.20 5.45  -1.034
31 C -5.13 -1.41 -4.48  -0.327
32 C 0.96 2.84 0.09  -1.641
33 C 2.10 2.57 -0.95  -0.324
34 C -7.28 -6.42 -4.10  -1.028
35 C -2.64 -5.56 -6.25  -1.167
36 H -2.29 0.35 0.75  0.301
37 H 4.18 5.33 2.83  0.326
38 H -2.12 2.53 -1.62  0.494
39 H 3.90 5.57 4.56  0.315
40 H 8.27 3.19 5.91  0.238
41 H 4.34 -0.16 8.01  0.233
42 H -2.51 -0.83 -0.57  0.475
43 H 5.90 3.66 3.26  0.335
44 H -7.80 -5.06 -2.52  0.354
45 H 1.69 0.38 -1.20  0.090
46 H -0.24 0.49 -0.29  0.278
47 H -6.13 -1.48 -2.56  0.233
48 H -3.89 -7.05 -5.35  0.377
49 H 1.86 2.88 -1.98  0.615
50 H -6.48 -6.95 -3.59  0.234
51 H -2.35 -6.10 -7.16  0.355
52 H -0.83 4.07 1.30  0.294
53 H 1.27 3.66 0.78  0.744
54 H -3.29 0.80 -0.72  0.256
55 H -7.20 -1.77 -3.93  0.275
56 H 3.51 -1.52 7.23  0.409
57 H -6.63 -0.13 -3.60  0.406
58 H 8.03 1.03 7.22  0.347
59 H 7.54 0.21 5.73  0.303
60 H -2.64 -4.49 -6.47  0.303
61 H 3.06 -0.05 5.22  0.249
62 H 0.88 1.93 0.74  0.238
63 H -8.18 -4.45 -4.13  0.299
64 H 9.38 1.91 5.37  0.421
65 H 6.24 5.01 4.31  0.351
66 H -0.60 2.30 -2.50  0.524
67 H -1.88 -5.73 -5.49  0.288
68 H 5.00 -0.87 6.55  0.213
69 H -4.33 -0.73 -4.19  0.311
70 H 3.08 0.73 -0.11  0.271
71 H -1.87 2.81 0.88  0.248
72 H -5.38 -1.19 -5.53  0.271
73 H 3.37 4.09 3.80  0.244
74 H -8.21 -6.98 -4.00  0.424
75 H -4.72 -6.10 -6.57  0.369
76 H 3.20 0.98 -1.91  0.377
77 H 7.94 2.29 4.43  0.285
78 H 2.28 0.53 6.70  0.341
79 H -7.02 -6.40 -5.17  0.284

Results
**Spin multiplicity**: 1
**Net charge**: -1
**E_tot**: -78199.152 eV
**Molar mass**: 774.325 g mol⁻¹
**HOMO level**: -4.0375 eV
**Lowest unoccupied orbital energy**: 0.54 eV
**Kohn-Sham gap**: 4.58 eV
**Energy above the lowest of the compared OMol25 structures with the same formula, charge and spin**: 0.00 kcal/mol